C20H17BFN5O3 | ωB97M-V/def2-TZVPD

Calculated values
Molar mass = 405.20 g/mol
Calculated total energy = -38003.5175 eV

Last column: Löwdin charge in e.
CARTESIAN COORDINATES (ANGSTROEM)
O (-2.0523, -4.9013, -0.7035)  0.029
F (-2.6079, -0.5142, -3.8454)  0.065
N (-1.4097, 2.8726, -3.5285)  0.119
N (-0.6627, 1.5261, -1.6945)  0.180
O (1.3794, 0.8487, 2.8415)  0.161
O (2.5623, 2.8497, 3.5752)  0.124
B (1.7866, 2.1430, 2.7409)  -0.598
C (-1.6079, -5.2348, 0.4152)  -0.345
C (-3.1377, -7.1942, 0.4504)  0.066
C (-2.2223, -6.4228, 1.0349)  -0.096
C (-0.7933, 2.6669, -2.3909)  -0.351
C (-1.8706, 1.7836, -4.1084)  -0.045
C (-1.2484, 0.4486, -2.2230)  -0.207
C (1.4350, -1.4420, 0.7632)  -0.053
C (1.0207, -2.7176, 1.1978)  -0.031
C (1.3066, 5.0587, -0.4167)  -0.033
C (0.6090, 2.9144, 0.3494)  0.015
C (0.7570, -0.8119, -0.2907)  -0.013
C (-0.6871, -2.7638, -0.3835)  0.034
C (2.2416, 5.1375, 0.5860)  -0.033
C (-1.9430, 0.5717, -3.3968)  -0.203
C (1.5061, 2.9947, 1.3738)  -0.018
C (-0.0949, -3.3683, 0.6950)  -0.299
C (0.6164, 3.8868, -0.6712)  -0.233
C (-0.2671, -1.5285, -0.8328)  -0.242
C (2.3001, 4.1453, 1.5657)  -0.160
N (-0.4974, -4.5739, 1.1390)  0.129
N (-0.0838, 3.7667, -1.8586)  0.125
N (-1.1010, -0.8466, -1.7053)  0.133
C (2.9628, 4.0530, 2.9230)  -0.119
H (1.3208, 0.4537, 3.7691)  0.151
H (-3.4264, -7.0008, -0.5360)  0.055
H (-3.6600, -7.9361, 1.0013)  0.059
H (-1.9012, -6.7044, 2.0639)  0.109
H (-2.2440, 1.7890, -5.1466)  0.132
H (2.2886, -0.9732, 1.1375)  0.080
H (1.5108, -3.0385, 2.1050)  0.099
H (1.1712, 5.9059, -1.0884)  0.115
H (-0.2472, 2.3097, 0.2268)  0.091
H (0.9024, 0.2125, -0.6180)  0.096
H (-1.5309, -3.2938, -0.8001)  0.084
H (2.7972, 6.0285, 0.6668)  0.096
H (0.1187, -5.1765, 1.7269)  0.172
H (-0.2289, 4.6071, -2.3695)  0.126
H (-1.8124, -1.5174, -1.9740)  0.139
H (2.6295, 4.9382, 3.4662)  0.131
H (4.1151, 4.0480, 2.7678)  0.163

Force components x, y, z for each atom (eV/Å):
O 0.799 -0.900 2.576
F 0.146 0.132 -0.530
N 0.632 0.504 -0.972
N -0.266 -0.377 -0.894
O -0.504 -0.803 2.503
O 0.551 0.725 0.371
B -1.221 -0.282 -2.800
C 0.776 0.128 -1.461
C 0.780 1.054 0.819
C 0.593 -0.925 1.929
C 1.574 0.556 2.312
C -1.457 -2.229 0.293
C 1.335 -1.304 1.462
C -1.560 -1.214 -1.655
C 1.071 1.566 1.225
C 0.567 0.112 -1.308
C -0.363 0.941 -1.602
C 1.195 -0.435 1.267
C -0.789 0.163 -0.517
C -0.446 -0.286 1.565
C -0.566 1.156 -1.608
C 0.543 0.138 2.737
C 2.180 1.977 -1.178
C 0.057 -0.220 1.138
C -0.484 1.930 0.756
C -0.565 -1.496 -0.993
N -3.031 -3.781 -0.533
N -1.472 -0.920 -0.488
N -1.874 -0.152 -1.387
C 2.160 1.062 -1.149
H 0.422 0.868 -1.895
H -0.486 0.272 -1.343
H -0.072 -0.739 0.317
H -0.273 0.469 -0.707
H 0.031 0.333 0.648
H 1.042 0.514 1.018
H 0.139 -0.604 0.032
H 0.232 -0.139 -0.035
H 0.019 -1.558 0.605
H 0.403 -0.266 0.202
H 0.239 0.934 -0.392
H 0.609 1.042 0.243
H -1.043 0.970 -0.691
H -0.024 0.477 -0.453
H -0.176 0.734 -0.685
H 0.384 -0.194 0.527
H -1.808 0.066 0.731